# 1
Below is a single C3H8N2O2 molecule at a distorted geometry, with properties calculated with ωB97M-V/def2-TZVPD.

The geometry in XYZ format:
```
15
C3H8N2O2 (ωB97M-V/def2-TZVPD)
C 2.7400 -0.4075 0.1805
C 1.4510 -0.1499 0.3151
O 0.7615 0.6545 -0.7447
C -0.5812 0.4196 -0.7027
N -1.3294 1.2807 0.1543
O -0.6099 -0.9780 -0.1875
N -1.8549 -1.4633 0.2424
H 3.2607 -0.2174 -0.7429
H 3.3521 -0.5593 1.0526
H 0.9463 -0.2164 1.2684
H -1.0099 0.4161 -1.7170
H -0.8514 1.4434 1.0335
H -1.5476 2.1608 -0.2931
H -2.3960 -1.6767 -0.5961
H -2.3312 -0.7066 0.7373
```

E in eV: -10312.5968
Spin multiplicity: 1
HOMO level in eV: -9.166
Kohn-Sham gap in eV: 10.1
Structure (SMILES): C=CO[C@H](N)ON
Energy relative to the best compared isomer or geometry (same formula, charge and spin) in kcal/mol: 100.4
LUMO level in eV: 0.95

Atom charges from the Löwdin analysis, given in e for atoms 1 to 8: 0.03 -0.15 -0.04 -0.47 0.10 -0.21 0.03 0.06

***

# 2
Below is a single C3H8N2O2 molecule at a distorted geometry, with properties calculated with ωB97M-V/def2-TZVPD.

The geometry in XYZ format:
```
15
C3H8N2O2 (ωB97M-V/def2-TZVPD)
N -1.5687 -0.5199 1.2655
C -1.1033 -1.1018 0.0910
O -1.4911 -2.1077 -0.4226
C -0.1142 -0.0990 -0.5574
N 0.8881 -0.7407 -1.3820
C 0.6217 0.8482 0.4629
O 1.8869 1.4771 -0.1030
H -1.4895 0.5019 1.5180
H -1.8704 -1.2145 1.9327
H -0.7342 0.4901 -1.2614
H 0.5953 -1.4858 -1.9994
H 1.2625 -0.0830 -2.0832
H 0.1242 1.6732 0.9664
H 1.0573 0.0892 1.1458
H 1.9354 2.2729 0.4268
```

E in eV: -10314.9919
Spin multiplicity: 1
HOMO level in eV: -9.221
Kohn-Sham gap in eV: 9.8
Structure (SMILES): NC(=O)[C@H](N)CO
Energy relative to the best compared isomer or geometry (same formula, charge and spin) in kcal/mol: 45.2
LUMO level in eV: 0.55

Atom charges from the Löwdin analysis, given in e for atoms 1 to 8: 0.13 -0.50 0.10 -0.32 0.04 -0.16 -0.10 0.12

***

# 3
Below is a single C3H8N2O2 molecule, with properties calculated with ωB97M-V/def2-TZVPD.

The geometry in XYZ format:
```
15
C3H8N2O2 (ωB97M-V/def2-TZVPD)
N -0.8858 -2.1416 0.9259
C -0.6938 -1.1648 -0.0322
O -0.4229 -1.4411 -1.1891
N -0.7294 0.1179 0.4597
C -0.2695 1.2708 -0.2955
C 1.2593 1.3280 -0.4938
O 1.8897 0.1269 -0.8468
H -0.9853 -3.0687 0.5437
H -1.4152 -1.9436 1.7598
H -1.0601 0.2644 1.3981
H -0.5516 2.1527 0.2918
H -0.7969 1.3265 -1.2523
H 1.7232 1.7519 0.4119
H 1.4558 2.0215 -1.3185
H 1.4823 -0.6008 -0.3628
```

E in eV: -10316.3249
Spin multiplicity: 1
HOMO level in eV: -9.495
Kohn-Sham gap in eV: 10.1
Structure (SMILES): NC(=O)NCCO
Energy relative to the best compared isomer or geometry (same formula, charge and spin) in kcal/mol: 14.5
LUMO level in eV: 0.62

Atom charges from the Löwdin analysis, given in e for atoms 1 to 8: 0.15 -0.63 0.05 0.05 -0.16 -0.25 -0.06 0.10

***

# 4
Below is a single C3H8N2O2S molecule at a distorted geometry, with properties calculated with ωB97M-V/def2-TZVPD.

The geometry in XYZ format:
```
16
C3H8N2O2S (ωB97M-V/def2-TZVPD)
C -0.7468 0.5384 1.3993
C -0.4524 2.0168 0.8298
C -0.3436 2.3604 -0.4763
N 0.6162 -2.9122 -0.9603
N 0.2032 -1.7379 -1.6276
O -0.7326 -0.4472 0.3528
O 1.5086 -0.5401 0.4993
S 0.5618 -0.2534 -0.5608
H -0.1056 0.2053 2.1935
H -1.8154 0.6532 1.6521
H 0.1910 2.4810 1.8319
H -0.2002 3.3059 -0.8960
H -0.7817 1.7301 -1.3178
H 1.3041 -2.5445 -0.2056
H -0.1298 -3.3068 -0.4103
H 0.9233 -1.5491 -2.3041
```

E in eV: -21146.4521
Spin multiplicity: 1
HOMO level in eV: -9.214
Kohn-Sham gap in eV: 9.9
Energy relative to the best compared isomer or geometry (same formula, charge and spin) in kcal/mol: 101.3
LUMO level in eV: 0.70

Atom charges from the Löwdin analysis, given in e for atoms 1 to 8: -0.24 -0.15 -0.07 -0.08 -0.25 -0.37 -0.43 0.90

***

# 5
Below is 2 unconnected molecules or ions with the total composition C3H8N2O3S at a distorted geometry, with properties calculated with ωB97M-V/def2-TZVPD.

The geometry in XYZ format:
```
17
C3H8N2O3S (ωB97M-V/def2-TZVPD)
C 1.4978 0.8274 0.0425
C 1.8123 -0.6598 -0.0458
C -0.4468 -0.4267 0.4732
N 0.1561 0.8188 0.6233
N 0.5253 -1.3068 -0.0174
O -1.6727 0.5427 -1.6077
O -2.7416 -1.4086 -0.3627
O -2.5473 0.9035 0.6640
S -2.0804 -0.1845 -0.1491
H 2.2631 1.4307 0.6310
H 1.4565 1.3253 -0.8926
H 2.3365 -1.0209 -0.8588
H 2.3647 -0.9833 0.9827
H -0.9275 -0.9916 1.8544
H -0.5028 1.5542 0.8738
H -1.7372 1.4756 -1.3545
H 0.2440 -1.8961 -0.8566
```

E in eV: -23195.4979
Spin multiplicity: 1
HOMO level in eV: -8.558
Kohn-Sham gap in eV: 9.0
Energy relative to the best compared isomer or geometry (same formula, charge and spin) in kcal/mol: 83.1
LUMO level in eV: 0.49

Atom charges from the Löwdin analysis, given in e for atoms 1 to 8: -0.17 -0.18 -0.53 -0.04 -0.03 -0.17 -0.25 -0.30

***

# 6
Below is a gas-phase ion, C3H8N2OP (charge +1) at a distorted geometry, with properties calculated with ωB97M-V/def2-TZVPD.

The geometry in XYZ format:
```
15
C3H8N2OP (ωB97M-V/def2-TZVPD)
N 1.5695 -2.0567 -0.6044
C 0.8527 -0.9214 -0.4779
N 0.8346 -0.2391 0.6608
C -0.0670 0.9595 0.4996
P -1.5840 0.8889 1.7557
C -0.5230 0.7543 -1.0073
O 0.1029 -0.4079 -1.4159
H 1.9604 -2.4954 0.1932
H 1.8031 -2.6520 -1.4357
H 1.1607 -0.6207 1.5130
H 0.5983 1.8794 0.7219
H -2.5266 0.3379 0.8818
H -2.1480 2.1845 1.4774
H -1.6270 0.7067 -1.1136
H -0.4067 1.6821 -1.6486
```

Total charge: +1
E in eV: -17549.6954
Spin multiplicity: 1
HOMO level in eV: -13.575
Kohn-Sham gap in eV: 10.4
Structure (SMILES): [NH2+]=C1N[C@H](P)CO1
Energy relative to the best compared isomer or geometry (same formula, charge and spin) in kcal/mol: 11.5
LUMO level in eV: -3.18

Atom charges from the Löwdin analysis, given in e for atoms 1 to 8: 0.24 -0.37 0.11 -0.42 0.85 -0.16 0.10 0.12

***

> What is the energy relative to the best compared isomer or geometry (same formula, charge and spin) in the first record?

100.4 kcal/mol

***

> Which value of energy relative to the best compared isomer or geometry (same formula, charge and spin) does entry 6 give?

11.5 kcal/mol